No. 1
C39H34BeIN2O2P2 | ωB97M-V with the def2-TZVPD basis set

Element x y z (Å)
Be1 -0.167 -2.280 1.054
C1 1.812 -1.709 -2.679
C2 0.708 -2.711 -2.541
N1 0.285 -3.354 -3.603
C3 -0.721 -4.250 -3.499
C4 -1.364 -4.538 -2.329
C5 -2.506 -5.523 -2.307
O1 -2.302 -6.597 -1.391
C6 -0.931 -3.856 -1.163
C7 -1.547 -4.136 0.102
N2 -1.269 -3.492 1.194
C8 -1.882 -3.804 2.444
C9 -2.933 -4.703 2.597
C10 -3.475 -4.936 3.849
C11 -2.982 -4.279 4.969
C12 -1.933 -3.384 4.834
C13 -1.399 -3.160 3.577
I1 0.190 -1.809 3.358
C14 0.121 -2.941 -1.267
O2 0.592 -2.275 -0.225
H1 2.058 -1.597 -3.732
H2 2.702 -2.042 -2.139
H3 1.515 -0.742 -2.266
H4 -1.016 -4.741 -4.420
H5 -2.677 -5.891 -3.319
H6 -3.428 -5.035 -1.988
H7 -1.621 -7.182 -1.740
H8 -2.268 -4.944 0.128
H9 -3.344 -5.228 1.744
H10 -4.294 -5.636 3.949
H11 -3.410 -4.461 5.945
H12 -1.537 -2.869 5.700
C15 1.283 2.926 0.353
P1 1.063 1.127 0.034
C16 2.181 0.396 1.312
C17 3.093 -0.569 0.895
C18 3.978 -1.157 1.795
C19 3.965 -0.778 3.129
C20 3.068 0.194 3.562
C21 2.183 0.772 2.661
C22 -0.579 0.791 0.811
C23 -1.038 1.378 1.988
C24 -2.261 1.017 2.538
C25 -3.060 0.066 1.914
C26 -2.645 -0.489 0.713
C27 -1.416 -0.125 0.164
P2 -0.023 3.910 -0.528
C28 0.720 5.583 -0.549
C29 -0.029 6.574 -1.189
C30 0.439 7.875 -1.274
C31 1.657 8.214 -0.699
C32 2.401 7.245 -0.044
C33 1.937 5.936 0.026
C34 0.310 3.344 -2.240
C35 -0.645 2.537 -2.855
C36 -0.418 2.013 -4.123
C37 0.764 2.303 -4.788
C38 1.717 3.119 -4.188
C39 1.490 3.636 -2.922
H13 2.279 3.170 -0.022
H14 1.252 3.172 1.418
H15 3.110 -0.866 -0.147
H16 4.682 -1.903 1.449
H17 4.658 -1.227 3.829
H18 3.063 0.506 4.600
H19 1.489 1.525 3.015
H20 -0.453 2.144 2.483
H21 -2.598 1.491 3.451
H22 -4.017 -0.209 2.341
H23 -3.290 -1.180 0.182
H24 -1.130 -0.497 -0.815
H25 -0.987 6.318 -1.629
H26 -0.150 8.628 -1.782
H27 2.023 9.232 -0.758
H28 3.350 7.505 0.409
H29 2.541 5.197 0.536
H30 -1.573 2.323 -2.337
H31 -1.168 1.391 -4.595
H32 0.941 1.905 -5.780
H33 2.634 3.357 -4.713
H34 2.231 4.284 -2.465

Output
Energy above the lowest of the compared OMol25 structures with the same formula, charge and spin ... 0.0 kJ/mol
Net charge ... +1

Results of the Mulliken charge analysis, in e, for atoms 1 through 2:
1 Be -0.9131
2 C -0.6996



No. 2
C39H34Br2N8O2SeSn | ωB97M-V with the def2-TZVPD basis set

Element x y z (Å)
Sn1 0.318 0.588 -0.136
C1 -0.682 0.594 -4.540
C2 -0.198 1.680 -3.616
C3 -1.093 2.500 -2.943
C4 -0.634 3.486 -2.081
C5 0.720 3.686 -1.905
C6 1.623 2.881 -2.581
C7 1.163 1.885 -3.425
H1 -0.011 -0.266 -4.521
H2 -0.737 0.956 -5.572
H3 -1.675 0.248 -4.251
H4 -2.160 2.338 -3.054
H5 -1.344 4.104 -1.544
H6 1.068 4.462 -1.236
H7 2.685 3.023 -2.433
H8 1.874 1.238 -3.927
Br1 10.015 2.482 4.987
C8 8.240 3.143 5.207
C9 7.189 2.247 5.349
C10 5.905 2.730 5.515
C11 5.659 4.109 5.531
C12 6.734 4.985 5.410
C13 8.027 4.506 5.235
N1 4.398 4.655 5.886
N2 3.317 4.396 5.289
C14 3.182 3.767 4.071
C15 4.085 3.833 2.994
C16 3.830 3.246 1.780
C17 2.634 2.507 1.528
O1 2.408 1.924 0.449
C18 1.653 2.499 2.605
N3 0.503 1.860 2.339
C19 -0.403 1.754 3.271
C20 -0.242 2.320 4.546
C21 0.913 3.004 4.832
C22 1.919 3.113 3.844
H9 7.370 1.181 5.318
H10 5.079 2.039 5.615
H11 6.546 6.050 5.449
H12 8.858 5.190 5.126
H13 5.005 4.391 3.111
H14 4.545 3.309 0.970
H15 -1.285 1.181 2.993
H16 -1.024 2.207 5.287
H17 1.080 3.454 5.801
Br2 3.029 -1.761 0.056
O2 -0.389 -0.638 1.094
C23 -5.606 3.198 0.824
N4 -5.893 1.878 1.334
C24 -7.056 1.454 1.950
C25 -6.879 0.156 2.273
N5 -5.615 -0.202 1.855
C26 -4.978 -1.495 2.006
C27 -4.990 0.860 1.268
Se1 -3.272 0.841 0.642
H18 -6.473 3.836 0.992
H19 -5.378 3.144 -0.240
H20 -4.733 3.610 1.329
H21 -7.894 2.108 2.109
H22 -7.538 -0.536 2.767
H23 -5.663 -2.158 2.531
H24 -4.041 -1.387 2.551
H25 -4.727 -1.903 1.027
N6 -0.301 -6.120 -4.465
C28 -0.939 -7.185 -5.055
C29 -0.480 -8.295 -5.752
C30 -1.435 -9.184 -6.214
C31 -2.801 -8.969 -5.987
C32 -3.250 -7.860 -5.291
C33 -2.304 -6.953 -4.817
N7 -2.475 -5.784 -4.103
C34 -1.267 -5.316 -3.910
C35 -0.924 -4.082 -3.193
C36 0.391 -3.642 -3.085
C37 0.653 -2.466 -2.396
N8 -0.309 -1.749 -1.828
C38 -1.563 -2.177 -1.908
C39 -1.926 -3.330 -2.587
H26 0.688 -5.955 -4.419
H27 0.576 -8.463 -5.925
H28 -1.121 -10.064 -6.761
H29 -3.517 -9.689 -6.364
H30 -4.303 -7.690 -5.111
H31 1.225 -4.188 -3.509
H32 1.666 -2.107 -2.236
H33 -2.295 -1.570 -1.383
H34 -2.956 -3.655 -2.641

Output
Energy above the lowest of the compared OMol25 structures with the same formula, charge and spin ... 119.5 kJ/mol
Net charge ... -2

Results of the Mulliken charge analysis, in e, for atoms 1 through 2:
1 Sn 1.0268
2 C -1.4801



No. 3
C39H34Br2N8O2SeSn | ωB97M-V with the def2-TZVPD basis set

Element x y z (Å)
Sn1 0.188 -0.106 -1.447
C1 -0.767 -3.714 -2.389
C2 0.411 -2.924 -1.915
C3 1.311 -2.351 -2.812
C4 2.409 -1.636 -2.357
C5 2.632 -1.499 -1.002
C6 1.760 -2.071 -0.099
C7 0.654 -2.776 -0.553
H1 -1.166 -3.303 -3.311
H2 -1.577 -3.700 -1.663
H3 -0.494 -4.759 -2.572
H4 1.147 -2.477 -3.871
H5 3.085 -1.179 -3.064
H6 3.489 -0.941 -0.652
H7 1.936 -1.965 0.962
H8 -0.022 -3.226 0.151
Br1 5.699 -3.080 4.070
C8 5.546 -1.219 3.669
C9 5.444 -0.289 4.704
C10 5.334 1.067 4.414
C11 5.313 1.517 3.084
C12 5.435 0.565 2.045
C13 5.546 -0.790 2.342
N1 5.209 2.904 2.857
N2 4.723 3.462 1.814
C14 3.922 2.817 0.836
C15 4.254 3.004 -0.509
C16 3.523 2.393 -1.536
C17 2.432 1.589 -1.220
O1 1.717 0.992 -2.101
C18 2.071 1.413 0.132
N3 0.993 0.632 0.364
C19 0.533 0.390 1.614
C20 1.236 1.019 2.739
C21 2.313 1.801 2.523
C22 2.796 2.021 1.168
H9 5.451 -0.619 5.735
H10 5.256 1.779 5.226
H11 5.458 0.861 1.007
H12 5.636 -1.510 1.538
H13 5.105 3.623 -0.766
H14 3.809 2.544 -2.568
H15 -0.313 -0.222 1.823
H16 0.881 0.858 3.750
H17 2.801 2.264 3.371
Br2 -1.917 -1.182 -2.390
O2 -0.484 1.577 -1.432
C23 0.566 -1.409 -6.599
N4 -0.077 -0.115 -6.707
C24 -0.446 0.511 -7.865
C25 -1.020 1.710 -7.541
N5 -1.012 1.837 -6.180
C26 -1.527 2.961 -5.417
C27 -0.433 0.714 -5.688
Se1 -0.182 0.386 -3.969
H18 0.727 -1.842 -7.599
H19 -0.071 -2.093 -6.013
H20 1.542 -1.298 -6.097
H21 -0.302 0.114 -8.859
H22 -1.417 2.440 -8.230
H23 -1.939 3.727 -6.094
H24 -0.714 3.411 -4.824
H25 -2.325 2.617 -4.740
N6 -5.246 0.635 3.377
C28 -6.054 0.212 4.402
C29 -7.113 0.814 5.075
C30 -7.716 0.066 6.091
C31 -7.272 -1.221 6.408
C32 -6.207 -1.804 5.717
C33 -5.590 -1.072 4.697
N7 -4.541 -1.410 3.881
C34 -4.339 -0.366 3.082
C35 -3.325 -0.278 2.050
C36 -3.157 0.854 1.233
C37 -2.161 0.846 0.274
N8 -1.317 -0.191 0.062
C38 -1.498 -1.279 0.867
C39 -2.462 -1.364 1.846
H26 -5.308 1.528 2.920
H27 -7.458 1.812 4.831
H28 -8.546 0.494 6.645
H29 -7.760 -1.778 7.202
H30 -5.859 -2.801 5.959
H31 -3.780 1.735 1.323
H32 -2.003 1.700 -0.374
H33 -0.830 -2.093 0.694
H34 -2.545 -2.262 2.447

Output
Energy above the lowest of the compared OMol25 structures with the same formula, charge and spin ... 932.4 kJ/mol
Net charge ... -2

Results of the Mulliken charge analysis, in e, for atoms 1 through 2:
1 Sn 2.3171
2 C -1.4326



No. 4
C39H34Cl5MnN2S2Sb | ωB97M-V with the def2-TZVPD basis set

Element x y z (Å)
Mn1 0.307 -0.054 -0.010
Cl1 0.540 -0.976 2.198
C1 -0.829 -1.854 1.536
C2 -0.977 -1.658 0.174
C3 -2.063 -2.346 -0.380
Cl2 -2.430 -2.275 -2.069
C4 -2.921 -3.131 0.404
Cl3 -4.246 -3.960 -0.314
C5 -2.724 -3.242 1.779
Cl4 -3.797 -4.163 2.750
C6 -1.647 -2.592 2.366
Cl5 -1.337 -2.689 4.047
C7 -1.744 2.080 -3.887
C8 -1.224 1.142 -4.951
C9 -1.524 1.418 -6.287
C10 -0.979 0.681 -7.325
C11 -0.106 -0.362 -7.045
C12 0.193 -0.671 -5.727
C13 -0.381 0.060 -4.683
Sb1 0.420 -0.300 -2.714
C14 1.169 -2.316 -2.916
C15 0.490 -3.213 -3.743
C16 0.860 -4.547 -3.811
C17 1.913 -5.005 -3.035
C18 2.588 -4.125 -2.203
C19 2.231 -2.781 -2.126
C20 2.995 -1.867 -1.209
C21 1.950 1.124 -3.272
C22 1.610 2.429 -2.905
C23 2.389 3.507 -3.291
C24 3.533 3.283 -4.047
C25 3.868 1.994 -4.422
C26 3.084 0.894 -4.058
C27 3.499 -0.470 -4.559
H1 -2.769 2.391 -4.107
H2 -1.129 2.985 -3.870
H3 -1.725 1.638 -2.892
H4 -2.186 2.250 -6.509
H5 -1.221 0.929 -8.352
H6 0.346 -0.935 -7.845
H7 0.884 -1.475 -5.525
H8 -0.342 -2.873 -4.347
H9 0.327 -5.222 -4.471
H10 2.208 -6.048 -3.072
H11 3.412 -4.487 -1.595
H12 3.788 -2.392 -0.675
H13 2.344 -1.459 -0.444
H14 3.440 -1.026 -1.738
H15 0.732 2.612 -2.298
H16 2.114 4.510 -2.987
H17 4.160 4.115 -4.348
H18 4.760 1.824 -5.020
H19 4.582 -0.595 -4.494
H20 3.221 -0.584 -5.611
H21 3.028 -1.278 -4.004
S1 1.840 1.515 0.274
C28 3.495 0.883 0.382
C29 4.406 1.187 -0.627
C30 5.713 0.723 -0.544
C31 6.121 -0.037 0.544
C32 5.221 -0.321 1.562
C33 3.913 0.140 1.487
H22 4.086 1.793 -1.469
H23 6.415 0.964 -1.334
H24 7.143 -0.393 0.610
H25 5.541 -0.889 2.427
H26 3.217 -0.059 2.292
C34 -5.508 -0.584 2.440
C35 -4.848 -0.128 1.180
C36 -5.373 -0.252 -0.072
C37 -4.614 0.203 -1.161
N1 -3.400 0.740 -1.008
C38 -2.900 0.885 0.212
S2 -1.386 1.612 0.562
N2 -3.630 0.455 1.280
C39 -5.155 0.105 -2.550
H27 -6.428 -1.119 2.217
H28 -5.747 0.274 3.076
H29 -4.845 -1.247 3.004
H30 -6.343 -0.709 -0.219
H31 -3.204 0.577 2.191
H32 -5.817 -0.756 -2.654
H33 -4.346 0.047 -3.276
H34 -5.740 1.006 -2.762

Output
Spin multiplicity ... 5
Net charge ... +1

Results of the Mulliken charge analysis, in e, for atoms 1 through 2:
1 Mn -0.1722
2 Cl -0.2844



No. 5
C39H34Cl5MnN7O5S | ωB97M-V with the def2-TZVPD basis set

Element x y z (Å)
Mn1 1.206 -2.064 -1.057
C1 -0.294 -3.748 1.082
N1 1.053 -3.585 0.520
C2 1.976 -3.340 1.641
C3 1.468 -4.828 -0.164
C4 0.766 -4.982 -1.494
N2 1.106 -3.874 -2.406
C5 2.423 -4.128 -3.019
C6 0.138 -3.866 -3.518
H1 -0.310 -4.586 1.790
H2 -1.025 -3.931 0.301
H3 -0.582 -2.840 1.608
H4 2.013 -4.216 2.300
H5 1.624 -2.486 2.219
H6 2.967 -3.134 1.249
H7 1.264 -5.696 0.478
H8 2.543 -4.762 -0.314
H9 -0.316 -4.973 -1.351
H10 1.022 -5.951 -1.942
H11 2.375 -5.030 -3.641
H12 3.184 -4.264 -2.261
H13 2.689 -3.276 -3.644
H14 0.248 -4.776 -4.118
H15 0.294 -2.987 -4.136
H16 -0.879 -3.844 -3.137
Cl1 8.687 -1.651 -2.968
C7 7.084 -1.860 -2.374
C8 6.082 -0.948 -2.691
Cl2 6.457 0.409 -3.682
C9 4.787 -1.116 -2.216
Cl3 3.574 0.040 -2.605
C10 4.413 -2.211 -1.401
O1 3.228 -2.410 -0.931
C11 5.471 -3.107 -1.089
Cl4 5.101 -4.451 -0.063
C12 6.765 -2.943 -1.559
Cl5 7.987 -4.081 -1.138
C13 -5.100 7.807 6.073
O2 -5.691 6.840 5.225
C14 -4.879 5.927 4.644
C15 -5.504 4.988 3.820
C16 -4.762 4.021 3.184
C17 -3.374 3.958 3.351
C18 -2.763 4.896 4.171
C19 -3.500 5.879 4.819
C20 -2.625 2.915 2.649
N3 -3.147 2.047 1.815
C21 -2.101 1.272 1.393
C22 -0.925 1.672 1.984
N4 -1.274 2.730 2.788
C23 0.340 1.086 1.690
C24 1.580 1.521 2.172
C25 2.722 0.908 1.719
C26 2.620 -0.123 0.784
N5 1.459 -0.556 0.318
C27 0.326 0.019 0.775
C28 -0.908 -0.455 0.190
N6 -0.805 -1.489 -0.677
C29 -1.896 -1.846 -1.333
C30 -3.141 -1.238 -1.156
C31 -3.264 -0.222 -0.244
C32 -2.123 0.189 0.454
H17 -5.914 8.427 6.436
H18 -4.387 8.430 5.527
H19 -4.598 7.336 6.922
H20 -6.577 5.044 3.696
H21 -5.240 3.293 2.542
H22 -1.690 4.891 4.322
H23 -2.990 6.593 5.448
H24 -0.663 3.266 3.377
H25 1.641 2.341 2.878
H26 3.699 1.220 2.058
H27 3.499 -0.611 0.390
H28 -1.780 -2.633 -2.061
H29 -3.971 -1.551 -1.770
H30 -4.203 0.286 -0.076
O3 -2.096 1.084 -5.678
S1 -2.115 0.493 -4.371
O4 -3.378 -0.020 -3.893
N7 -0.960 -0.629 -4.177
C33 -0.096 -0.302 -3.235
O5 0.768 -1.118 -2.820
C34 -0.300 1.087 -2.674
C35 0.470 1.812 -1.781
C36 0.010 3.057 -1.367
C37 -1.191 3.574 -1.843
C38 -1.942 2.867 -2.776
C39 -1.465 1.638 -3.176
H31 1.412 1.424 -1.422
H32 0.601 3.638 -0.669
H33 -1.531 4.543 -1.502
H34 -2.862 3.268 -3.182

Output
Spin multiplicity ... 2
Energy above the lowest of the compared OMol25 structures with the same formula, charge and spin ... 0.0 kJ/mol

Results of the Mulliken charge analysis, in e, for atoms 1 through 2:
1 Mn 0.4279
2 C -1.3083



Result set for DFT total energy: -75147.3998, -268274.0477, -268265.6229, -166110.3977, -166433.7133 eV, one per record in the order listed.